Record 1
{
  "formula": "C2H3N4O2S",
  "method": "wB97M-V/def2-TZVPD",
  "species": ["C", "C", "N", "N", "N", "N", "O", "O", "S", "H", "H", "H"],
  "xyz": [[0.86545, 1.44100, -0.33796], [0.70104, 0.25872, -0.15836], [-3.07267, 2.76879, 0.28839], [-2.67168, 1.74211, -0.01302], [-2.05765, 0.75350, -0.15687], [0.43555, -1.02036, -0.29856], [-2.12056, -1.75523, -0.19766], [-4.10640, -0.56584, 0.72197], [-3.15045, -0.69158, -0.37493], [1.30941, 2.41636, -0.00703], [1.06192, -1.61383, -0.73700], [-0.60500, -1.29857, -0.27118]],
  "de_lowest_kj_mol": 274.4,
  "total_energy_ev": -23010.75918,
  "charge": -1,
  "homo_energy_ev": -4.570,
  "homo_lumo_gap_ev": 8.481,
  "max_force_ha_per_bohr": 0.0863
}

=====

Record 2
{
  "formula": "C2H3N5O",
  "method": "wB97M-V/def2-TZVPD",
  "species": ["C", "C", "H", "H", "H", "N", "N", "N", "N", "N", "O"],
  "xyz": [[1.60204, -0.42389, -0.01137], [-0.37443, 1.22109, -0.08031], [-2.36593, -0.14433, 0.92864], [-1.25263, -2.19845, 0.03925], [2.37140, -1.09128, -0.14451], [-1.65425, -0.81205, -0.12347], [-0.42357, -0.15285, -0.27278], [0.52049, -1.02722, -0.10610], [1.96060, 0.85765, -0.04263], [0.96803, 1.76536, -0.06753], [-1.35174, 2.00596, -0.11917]],
  "de_lowest_kj_mol": 788.1,
  "total_energy_ev": -11612.66138,
  "homo_energy_ev": -9.514,
  "homo_lumo_gap_ev": 7.752,
  "max_force_ha_per_bohr": 0.1099
}

=====

Record 3
{
  "formula": "C2H3N5O",
  "method": "wB97M-V/def2-TZVPD",
  "species": ["H", "N", "C", "N", "N", "N", "C", "O", "N", "H", "H"],
  "xyz": [[2.52261, 0.99213, 0.55272], [2.94524, 0.07267, 0.12339], [1.89492, -0.68662, -0.19957], [0.54572, -0.22643, 0.03494], [0.34239, 1.04642, -0.04525], [-0.87910, 1.28959, -0.07471], [-1.43590, 0.02422, -0.11984], [-2.65427, -0.32508, 0.07311], [-0.58650, -0.94506, 0.11049], [2.05068, -1.84073, -0.39897], [-2.66749, -1.23682, 0.13580]],
  "de_lowest_kj_mol": 331.0,
  "total_energy_ev": -11617.39902,
  "homo_energy_ev": -10.024,
  "homo_lumo_gap_ev": 9.842,
  "max_force_ha_per_bohr": 0.1005,
  "smiles": "[H]/N=C\\n1nnc(O)n1"
}

=====

Record 4
{
  "formula": "C2H3N5O",
  "method": "wB97M-V/def2-TZVPD",
  "species": ["H", "N", "C", "N", "N", "N", "N", "C", "O", "H", "H"],
  "xyz": [[2.51588, 0.89879, -1.04207], [1.48979, 1.19390, -1.03525], [0.70218, 0.22866, -0.55140], [1.10922, -1.09940, -0.25031], [0.49249, -1.68974, 0.72051], [-0.66281, -1.25449, 1.02950], [-1.24852, -0.05229, 0.75786], [-0.64264, 0.60291, -0.14906], [-1.17477, 1.77288, -0.49625], [-1.41225, -1.76384, 1.57796], [-0.32399, 2.00675, -0.91938]],
  "de_lowest_kj_mol": 371.4,
  "total_energy_ev": -11616.98084,
  "homo_energy_ev": -9.345,
  "homo_lumo_gap_ev": 9.262,
  "max_force_ha_per_bohr": 0.0834,
  "smiles": "[H]/N=c1\\nn[nH]nc1O"
}

=====

Record 5
{
  "formula": "C2H3NO",
  "method": "wB97M-V/def2-TZVPD",
  "species": ["C", "N", "C", "O", "H", "H", "H"],
  "xyz": [[-1.14753, 0.37780, -0.04127], [-0.07756, -0.04590, -0.51838], [1.22996, -0.46754, -0.06349], [2.18291, 0.11171, -0.45421], [-1.21250, 0.81885, 1.04053], [-2.07357, 0.41561, -0.68660], [1.09829, -1.21053, 0.72341]],
  "de_lowest_kj_mol": 134.3,
  "total_energy_ev": -5658.51321,
  "homo_energy_ev": -9.653,
  "homo_lumo_gap_ev": 10.097,
  "max_force_ha_per_bohr": 0.0847,
  "smiles": "C=NC=O"
}

=====

Record 6
{
  "formula": "C2H3NO",
  "method": "wB97M-V/def2-TZVPD",
  "species": ["C", "N", "H", "C", "O", "H", "H"],
  "xyz": [[-1.87225, -0.67555, 0.00074], [-1.95804, 0.45830, -0.05247], [-1.77436, -1.72787, 0.04783], [1.40197, 0.48780, 0.00258], [1.90554, -0.59429, -0.03838], [1.57023, 1.25100, -0.77471], [0.72690, 0.80060, 0.81441]],
  "de_lowest_kj_mol": 138.9,
  "total_energy_ev": -5658.46557,
  "homo_energy_ev": -10.165,
  "homo_lumo_gap_ev": 11.120,
  "max_force_ha_per_bohr": 0.0152,
  "smiles": "C#N.C=O"
}

=====

Record 7
{
  "formula": "C2H3NO",
  "method": "wB97M-V/def2-TZVPD",
  "species": ["C", "C", "O", "N", "H", "H", "H"],
  "xyz": [[0.67724, 0.40803, -0.28546], [-0.30381, -0.57259, 0.28141], [-1.44178, -0.25570, -0.38015], [-0.68038, 0.76046, 0.41260], [1.45510, 0.51894, 0.36643], [0.55714, 0.46188, -1.43462], [-0.26351, -1.32101, 1.03979]],
  "de_lowest_kj_mol": 424.7,
  "total_energy_ev": -5655.50324,
  "homo_energy_ev": -10.209,
  "homo_lumo_gap_ev": 11.305,
  "max_force_ha_per_bohr": 0.1207,
  "smiles": "C1[C@@H]2ON12"
}

=====

Record 8
{
  "formula": "C2H3NO",
  "method": "wB97M-V/def2-TZVPD",
  "species": ["C", "C", "N", "O", "H", "H", "H"],
  "xyz": [[-1.02811, 0.51173, 0.01824], [0.89672, -0.40920, -0.06495], [-1.13184, -0.77112, -0.06998], [0.26054, 0.86879, -0.02183], [-1.95007, 1.15511, 0.18241], [1.35390, -0.76018, 0.84265], [1.59887, -0.59513, -0.88653]],
  "de_lowest_kj_mol": 367.7,
  "total_energy_ev": -5656.09394,
  "homo_energy_ev": [-9.535, -9.536],
  "homo_lumo_gap_ev": [9.533, 9.535],
  "max_force_ha_per_bohr": 0.0786
}

=====

Record 9
{
  "formula": "C2H3NO2",
  "method": "wB97M-V/def2-TZVPD",
  "species": ["C", "C", "N", "O", "O", "H", "H", "H"],
  "xyz": [[1.27648, 0.88161, -1.12960], [0.44680, 0.56219, -0.04941], [2.00411, 1.26231, -1.96286], [-0.43335, 1.48851, 0.36815], [0.67954, -0.31082, 0.96494], [-1.02918, -0.38660, -1.39209], [-0.85527, 1.34874, 1.20674], [0.98759, -1.22056, 0.75519]],
  "de_lowest_kj_mol": 484.4,
  "total_energy_ev": -7702.82282,
  "homo_energy_ev": [-10.010, -8.235],
  "homo_lumo_gap_ev": [9.602, 7.456],
  "max_force_ha_per_bohr": 0.0629
}

=====

Record 10
{
  "formula": "C2H3NO2",
  "method": "wB97M-V/def2-TZVPD",
  "species": ["O", "C", "C", "N", "O", "H", "H", "H"],
  "xyz": [[1.79780, 1.05749, 0.18647], [0.99000, 0.39934, -0.42720], [-0.00756, -0.43781, 0.33678], [-1.34537, -0.21838, -0.41090], [-2.19552, 0.48950, 0.09011], [0.59802, 0.52871, -1.52736], [0.16660, -1.56246, 0.27623], [-0.00399, -0.25640, 1.47587]],
  "de_lowest_kj_mol": 372.4,
  "total_energy_ev": -7703.98280,
  "homo_energy_ev": [-9.586, -9.587],
  "homo_lumo_gap_ev": [8.871, 8.872],
  "max_force_ha_per_bohr": 0.0510,
  "smiles": "O=CCN=O"
}

=====

Record 11
{
  "formula": "C2H3NO2",
  "method": "wB97M-V/def2-TZVPD",
  "species": ["C", "N", "O", "C", "O", "H", "H", "H"],
  "xyz": [[1.13104, -0.18548, -0.00637], [0.30012, -1.22972, 0.15165], [-1.01172, -0.73104, -0.16435], [-0.87249, 0.74871, 0.09674], [0.62178, 1.09568, -0.08174], [2.07897, -0.16706, -0.18471], [-1.08805, 1.18980, 1.21454], [-1.52353, 1.28879, -0.66486]],
  "de_lowest_kj_mol": 377.2,
  "total_energy_ev": -7703.93374,
  "homo_energy_ev": -9.462,
  "homo_lumo_gap_ev": 10.332,
  "max_force_ha_per_bohr": 0.1622,
  "smiles": "C1=NOCO1"
}

=====

Record 12
{
  "formula": "C2H3NO2",
  "method": "wB97M-V/def2-TZVPD",
  "species": ["O", "C", "N", "C", "O", "H", "H", "H"],
  "xyz": [[0.72515, -2.16141, 0.58964], [0.64121, -1.00993, 0.25088], [-0.56319, -0.26172, 0.05731], [-0.31498, 1.05783, -0.27597], [0.80870, 1.48503, -0.43756], [1.41992, -0.24814, 0.01367], [-1.52510, -0.57176, 0.18373], [-1.19171, 1.71010, -0.38170]],
  "de_lowest_kj_mol": 35.4,
  "total_energy_ev": -7707.47657,
  "homo_energy_ev": -10.060,
  "homo_lumo_gap_ev": 10.774,
  "max_force_ha_per_bohr": 0.0259,
  "smiles": "O=CNC=O"
}

=====

Record 13
{
  "formula": "C2H3NO2",
  "method": "wB97M-V/def2-TZVPD",
  "species": ["C", "C", "O", "N", "O", "H", "H", "H"],
  "xyz": [[-0.54077, 0.19320, 0.21752], [1.37824, 0.01492, -0.30842], [-1.68337, 0.09582, -0.43917], [0.45130, 0.95249, -0.31640], [0.96957, -1.13863, 0.07455], [-2.38328, -0.26321, 0.12578], [-0.59606, -0.04859, 1.28295], [2.40436, 0.19401, -0.63680]],
  "de_lowest_kj_mol": 204.4,
  "total_energy_ev": -7705.72501,
  "homo_energy_ev": -9.680,
  "homo_lumo_gap_ev": 9.992,
  "max_force_ha_per_bohr": 0.0229
}

=====

Record 14
{
  "formula": "C2H3NO2",
  "method": "wB97M-V/def2-TZVPD",
  "species": ["O", "C", "N", "C", "O", "H", "H", "H"],
  "xyz": [[0.00326, 1.30884, -1.53298], [-0.52989, 1.06115, -0.39667], [-0.40008, -0.27697, 0.14464], [0.78434, -1.01260, 0.28121], [1.21260, -1.85958, 1.05469], [-1.28131, 1.60314, 0.18606], [-1.22867, -0.43019, 0.83371], [1.43975, -0.39380, -0.57067]],
  "de_lowest_kj_mol": 142.8,
  "total_energy_ev": -7706.36282,
  "homo_energy_ev": -10.486,
  "homo_lumo_gap_ev": 10.501,
  "max_force_ha_per_bohr": 0.1252,
  "smiles": "O=CNC=O"
}

=====

Record 15
{
  "formula": "C2H3NO2",
  "method": "wB97M-V/def2-TZVPD",
  "species": ["N", "C", "C", "O", "O", "H", "H", "H"],
  "xyz": [[0.49876, -2.66499, -1.56619], [0.13098, -1.67340, -1.07826], [-0.09797, -0.58932, -0.16563], [-0.67511, 0.41510, -0.91744], [1.00838, -0.18101, 0.45145], [-0.63089, -1.00696, 0.74509], [-0.91313, 1.03463, -0.19457], [1.71652, -0.34505, -0.12549]],
  "de_lowest_kj_mol": 153.5,
  "total_energy_ev": -7706.25228,
  "homo_energy_ev": -11.947,
  "homo_lumo_gap_ev": 12.378,
  "max_force_ha_per_bohr": 0.0801,
  "smiles": "N#CC(O)O"
}

=====

Record 16
{
  "formula": "C2H3NO2",
  "method": "wB97M-V/def2-TZVPD",
  "species": ["C", "N", "O", "C", "O", "H", "H", "H"],
  "xyz": [[0.99637, 0.00019, 0.06772], [-0.16318, -0.53242, 0.69410], [-1.12312, -1.00865, -0.38163], [-1.49242, 0.10557, 0.02656], [-2.25249, 1.03069, -0.08503], [1.46854, 0.88339, 0.75382], [1.62212, -0.92998, -0.07810], [0.94419, 0.45120, -0.99745]],
  "de_lowest_kj_mol": 380.7,
  "total_energy_ev": -7703.89703,
  "homo_energy_ev": -10.246,
  "homo_lumo_gap_ev": 10.987,
  "max_force_ha_per_bohr": 0.0795,
  "smiles": "CN1OC1=O"
}

=====

Record 17
{
  "formula": "C2H3NO2",
  "method": "wB97M-V/def2-TZVPD",
  "species": ["O", "C", "N", "C", "O", "H", "H", "H"],
  "xyz": [[2.37822, 0.17953, 0.05731], [1.13317, -0.14303, -0.01498], [0.20847, -0.91148, 0.52705], [-0.24467, 0.24937, -0.32875], [-0.97453, 1.16845, 0.38131], [0.14572, -1.89653, 0.63575], [-0.70909, 0.05282, -1.35451], [-1.93729, 1.30086, 0.09681]],
  "de_lowest_kj_mol": 256.5,
  "total_energy_ev": -7705.18461,
  "homo_energy_ev": -9.888,
  "homo_lumo_gap_ev": 10.310,
  "max_force_ha_per_bohr": 0.1295,
  "smiles": "O=C1N[C@H]1O"
}

=====

Record 18
{
  "formula": "C2H3NO2",
  "method": "wB97M-V/def2-TZVPD",
  "species": ["O", "C", "N", "C", "O", "H", "H", "H"],
  "xyz": [[2.24296, -0.56316, -0.03334], [1.27312, 0.15703, -0.01636], [-0.01108, -0.38987, 0.21696], [-1.34357, 0.09375, -0.00322], [-2.30096, -0.55309, -0.10545], [1.26539, 1.35323, -0.49239], [0.22411, -1.39851, -0.01490], [-1.34997, 1.30063, 0.44870]],
  "de_lowest_kj_mol": 150.6,
  "total_energy_ev": -7706.28260,
  "homo_energy_ev": -10.661,
  "homo_lumo_gap_ev": 11.272,
  "max_force_ha_per_bohr": 0.1346,
  "smiles": "O=CNC=O"
}

=====

Record 19
{
  "formula": "C2H3NO2",
  "method": "wB97M-V/def2-TZVPD",
  "species": ["C", "C", "N", "O", "O", "H", "H", "H"],
  "xyz": [[1.01592, -0.02894, -0.08483], [-1.26067, 0.25448, 0.63894], [-0.14331, -0.09438, -0.44632], [-0.70326, -0.40360, -1.52771], [-1.09548, 0.98113, 1.56130], [1.86583, -0.35603, -0.81512], [1.24911, 0.35543, 0.89169], [-2.26750, -0.42798, -0.84930]],
  "de_lowest_kj_mol": 596.0,
  "total_energy_ev": -7701.66605,
  "homo_energy_ev": -9.702,
  "homo_lumo_gap_ev": 9.599,
  "max_force_ha_per_bohr": 0.1249
}

=====

Record 20
{
  "formula": "C2H3NO2",
  "method": "wB97M-V/def2-TZVPD",
  "species": ["C", "C", "N", "O", "O", "H", "H", "H"],
  "xyz": [[-1.62178, 0.36993, -0.23384], [-0.21769, 0.25119, -0.08846], [-2.22652, -2.39420, 0.43222], [-2.45530, 1.21603, -0.35938], [-1.08171, -2.62502, 0.65338], [0.16530, 1.29434, 0.29988], [-0.03092, -0.50509, 0.61577], [0.40673, -0.14558, -0.83060]],
  "de_lowest_kj_mol": 575.0,
  "total_energy_ev": -7701.88300,
  "homo_energy_ev": [-6.695, -6.681],
  "homo_lumo_gap_ev": [5.712, 5.692],
  "max_force_ha_per_bohr": 0.0847
}